# 1
Computed, not measured: a molecular structure, C38H45AsClFHfN6O7Sb at a distorted geometry, with ωB97M-V/def2-TZVPD.

Geometry (Å):
Hf 16.813809 15.777260 8.648477
C 22.014880 11.970184 10.134044
C 21.450708 12.769666 11.242386
C 21.556547 12.342449 12.567066
C 20.941645 13.136331 13.561977
C 20.330586 14.297714 13.273989
C 20.298760 14.617947 11.915322
N 20.871943 13.951467 10.950249
Sb 18.912282 16.007985 10.909678
C 19.431232 16.443617 8.816362
C 20.510491 17.311899 8.757595
C 20.855745 17.824098 7.499175
C 20.045557 17.459189 6.375911
C 19.108516 16.407605 6.427852
C 18.532955 15.691380 5.210229
N 18.706186 16.012063 7.749273
C 17.686429 17.891033 10.750316
C 17.456530 18.771340 11.783341
C 16.654367 19.894853 11.591978
C 16.217655 20.108458 10.294454
C 16.529600 19.270470 9.251809
C 16.032583 19.716696 7.891250
N 17.021336 18.006379 9.569037
H 22.965500 11.524125 10.505591
H 22.219812 12.630629 9.254049
H 21.351140 11.170756 9.905288
H 21.907066 11.310443 12.763862
H 21.151015 12.739024 14.551762
H 19.771188 14.898546 13.968849
H 21.084171 17.491577 9.677833
H 21.659228 18.587818 7.446987
H 20.222778 17.972201 5.421626
H 17.627701 16.181469 4.854291
H 18.284687 14.645070 5.438184
H 19.255230 15.725081 4.375727
H 17.850161 18.563018 12.807457
H 16.398544 20.561798 12.418390
H 15.608659 21.010772 10.003864
H 16.792102 19.444667 7.141438
H 15.810703 20.765603 7.895378
H 15.029391 19.191355 7.630579
F 13.420740 9.947596 9.801964
C 12.986046 10.998911 9.048717
C 13.931726 11.912831 8.645193
C 13.707286 12.884252 7.611504
C 14.607167 13.997481 7.406766
O 15.715943 14.054876 8.135226
C 14.211947 14.898596 6.408745
C 13.162632 14.524469 5.485175
N 12.221339 13.531791 5.788909
C 11.060512 13.244353 4.933636
C 9.695371 13.713933 5.320543
C 10.489588 14.374091 4.259379
C 12.390884 12.827717 6.996737
C 11.438012 11.933676 7.506808
C 11.624479 11.100376 8.650861
N 10.571911 10.345433 9.216491
C 10.174288 8.996220 8.777288
C 10.195697 8.016742 9.935759
N 11.050206 8.500776 11.110476
C 10.669928 9.828947 11.729612
C 10.181142 10.692401 10.620514
C 14.898578 16.224807 6.144422
O 14.738412 16.847413 5.092503
O 15.633352 16.673096 7.134059
H 14.875957 11.789533 9.184147
H 13.232573 14.988667 4.511051
H 11.039583 12.256350 4.380530
H 9.612262 14.126350 6.304374
H 8.845422 13.101145 5.021444
H 10.749474 15.400203 4.542258
H 10.217557 14.199766 3.179545
H 10.479932 11.860118 6.980577
H 10.912054 8.661751 8.003695
H 9.154549 8.935885 8.270979
H 10.677112 7.099713 9.633871
H 9.216244 7.743068 10.359137
H 11.976420 8.667832 10.661284
H 11.079392 7.754658 11.861483
H 11.578872 10.172194 12.231213
H 9.870483 9.687372 12.436608
H 10.473327 11.755522 10.893691
H 9.073976 10.756628 10.645343
O 19.518634 10.285740 9.961208
Cl 18.161395 10.999845 9.738916
O 17.167536 10.013511 9.277689
O 18.385592 12.164944 8.747694
O 17.340372 14.941385 10.176316
C 12.924452 10.998125 14.208881
As 14.416839 11.752053 13.289192
C 15.637056 10.157647 13.593866
C 15.154492 12.923014 14.571800
H 12.052060 11.526721 13.741752
H 12.869153 11.032553 15.301830
H 12.857279 9.947837 13.921888
H 16.665173 10.428574 13.765219
H 15.665143 9.550566 12.633250
H 15.185198 9.559465 14.339456
H 14.306419 13.643972 14.812823
H 16.075716 13.430076 14.213400
H 15.367596 12.441151 15.490312

Atomic forces in eV per Å
Hf -3.4 0.6 -5.1
C 1.9 1.1 0.0
C 0.7 -0.2 -0.6
C -1.6 0.3 0.2
C 2.8 -3.1 0.0
C -2.0 2.5 -1.0
C 1.4 -1.9 -0.5
N -1.4 1.1 1.0
Sb -1.8 -0.2 -1.9
C 0.8 0.1 0.4
C 0.2 -0.7 -0.6
C -1.2 0.4 -0.2
C 0.9 -0.2 0.3
C -0.1 0.2 1.9
C 0.2 0.3 0.5
N 2.1 0.5 -1.7
C -1.3 -0.1 0.7
C 0.9 -0.4 1.8
C -0.2 -0.2 -0.6
C -0.4 2.3 0.6
C -1.4 -1.6 0.0
C -0.8 -2.5 -0.4
N 1.4 0.6 -0.8
H -0.5 0.3 -0.5
H -0.3 -0.8 0.7
H -0.8 -0.6 -0.5
H 0.1 1.0 0.0
H -0.8 0.5 0.3
H 0.2 0.0 0.4
H -0.1 0.2 -0.6
H -0.6 -0.7 -0.4
H 0.1 -0.6 0.3
H -0.2 0.2 0.1
H 0.2 0.3 0.1
H -0.2 0.0 0.5
H -0.1 0.3 -1.1
H 0.1 -0.2 -0.3
H 0.9 -0.9 0.7
H -0.5 0.2 0.0
H 0.2 0.5 0.0
H 1.8 0.6 0.3
F -0.8 0.7 0.2
C -0.4 0.3 -0.5
C 0.5 0.2 -0.1
C -1.5 -1.0 1.7
C 0.1 -0.6 0.1
O -0.9 1.4 -0.6
C -0.8 -0.3 -1.2
C -0.2 -1.9 2.2
N 1.6 1.5 0.2
C 1.2 -2.1 -0.2
C -0.7 -0.9 0.2
C -1.3 2.0 -2.3
C 2.0 -0.5 -0.1
C -0.9 -0.4 0.6
C 1.2 0.2 -1.8
N -0.2 0.2 1.4
C 0.1 0.4 -1.4
C -0.4 -0.6 1.4
N 0.3 -0.6 -0.1
C 0.7 -1.2 -0.3
C -1.0 2.7 -1.2
C -0.6 0.7 -2.1
O 0.2 -1.3 1.8
O 0.6 -0.5 1.0
H 0.1 0.4 -0.6
H -0.8 0.2 0.0
H 0.8 1.3 0.8
H -0.1 0.7 0.2
H 0.3 0.0 0.2
H 0.4 -0.5 -0.5
H 0.1 0.5 1.4
H 0.3 0.1 0.5
H -0.6 0.3 0.6
H 1.1 0.4 0.7
H 0.0 -0.4 -0.1
H 0.3 0.4 -0.3
H -0.3 -0.4 0.8
H 0.3 0.9 -1.2
H -0.3 0.0 -0.2
H -0.1 -0.3 0.4
H -0.1 -1.1 -0.8
H 0.5 -0.3 -0.1
O -2.2 1.1 -0.8
Cl 2.0 0.5 1.0
O 0.3 0.5 -0.7
O -0.3 -1.6 0.6
O 2.3 -0.4 4.6
C -1.7 0.2 -0.1
As 1.5 -1.5 -1.5
C -0.5 0.3 -2.8
C -0.8 2.1 0.5
H 0.4 -0.5 0.9
H 0.2 0.2 -0.2
H 0.0 0.0 0.0
H 0.2 0.2 0.4
H -0.1 0.7 1.1
H -0.1 -0.6 1.0
H 1.3 -0.4 -0.4
H -0.8 -0.2 0.1
H 0.4 -0.6 0.9

As for the spin multiplicity: 1. The calculation puts the largest force on an atom at 6.104 eV Å⁻¹. For the HOMO-LUMO gap, the calculation gives 3.89 eV. For the electronic energy, the calculation gives -147298.3007 eV. The charge is +3. As for the LUMO energy: -9.2 eV.

---

# 2
Computed, not measured: 2 unconnected molecules or ions with the total composition C4H10N2O3 at a distorted geometry, with ωB97M-V/def2-TZVPD.

Geometry (Å):
C 1.162557 2.674659 -0.792848
C 0.292282 1.441993 -0.760594
O -0.190118 1.000271 -1.778736
N -0.490710 1.253453 0.447078
O 0.051834 0.923871 1.702803
H 0.593838 3.553445 -0.487803
H 2.067828 2.529816 -0.208868
H 1.445741 2.858681 -1.826640
H -1.005494 2.099494 0.691124
H 0.566993 0.119116 1.456392
C -1.484575 -2.522133 -0.007705
C -0.575311 -1.367530 -0.322095
N 0.662016 -1.287660 0.105193
O 0.879101 -1.981732 1.346401
H -2.520016 -2.285244 -0.250340
H -1.358284 -2.865547 1.015487
H -1.189761 -3.358070 -0.643762
H -0.614479 -1.150188 -1.385516
H 1.706559 -1.636696 1.700428

Atomic forces in eV per Å
C 1.1 -0.6 -0.7
C -2.0 2.3 -0.6
O 0.9 -0.1 0.6
N -2.0 -0.4 0.2
O 2.1 -0.6 -0.4
H 0.0 -0.2 0.5
H 0.0 0.3 0.3
H 0.2 -0.1 -0.1
H 0.1 -0.1 -0.7
H -0.7 0.6 0.7
C -0.3 0.4 0.9
C 3.1 -3.4 -0.8
N -1.6 0.4 0.4
O -0.7 0.0 -0.5
H 0.0 0.0 0.2
H -0.3 0.1 0.1
H 0.1 0.1 -0.2
H -0.2 1.3 0.4
H 0.1 0.0 -0.4

As for the spin multiplicity: 1. The calculation puts the largest force on an atom at 4.652 eV Å⁻¹. For the HOMO-LUMO gap, the calculation gives 9.09 eV. For the electronic energy, the calculation gives -13427.6874 eV. The SMILES is CC(=O)NO.C/C=N\O. As for the LUMO energy: 0.5 eV.

---

# 3
Computed, not measured: a single C16H20N4O molecule at a distorted geometry, with ωB97M-V/def2-TZVPD.

Geometry (Å):
C 1.609124 2.610009 1.985654
C 1.002939 1.439643 1.204753
C 1.549976 0.105516 1.712328
O 1.123961 1.610231 -0.200135
C 2.419586 1.475833 -0.758791
C 2.353177 1.892436 -2.228376
C 1.687945 0.827854 -3.108209
N 0.385521 0.448973 -2.611529
C 0.254319 -0.648186 -1.813438
N 1.175420 -1.608466 -1.872542
C 1.014633 -2.699512 -1.132661
N 0.042426 -2.977864 -0.296900
C -0.898300 -2.028437 -0.210237
C -0.847570 -0.838412 -0.964364
N -1.931854 -0.055778 -0.648325
C -2.677204 -0.702631 0.302493
C -3.847580 -0.300702 0.932081
C -4.401909 -1.156113 1.862363
C -3.813692 -2.385275 2.165790
C -2.651478 -2.792309 1.545939
C -2.073178 -1.946832 0.605685
H 1.277536 3.554433 1.560218
H 1.287669 2.558994 3.021947
H 2.695880 2.575954 1.962173
H -0.085509 1.450417 1.350072
H 2.637448 0.095842 1.692439
H 1.180214 -0.717275 1.106073
H 1.221924 -0.049335 2.736440
H 3.131002 2.122968 -0.229574
H 2.765320 0.436555 -0.686325
H 1.791009 2.827036 -2.291669
H 3.364363 2.072477 -2.594346
H 1.577945 1.211846 -4.127679
H 2.289607 -0.082031 -3.129083
H -0.193297 1.233380 -2.347072
H 1.797956 -3.440900 -1.227277
H -2.124135 0.862666 -1.008496
H -4.306941 0.649154 0.699964
H -5.312506 -0.869212 2.367758
H -4.282899 -3.023271 2.899863
H -2.188848 -3.739673 1.772996

Atomic forces in eV per Å
C -0.2 -0.2 -0.4
C -0.1 0.0 0.5
C -0.2 0.2 -0.3
O 0.0 0.1 -0.2
C 0.2 0.2 -0.1
C -0.2 -0.4 0.2
C 0.3 0.3 -0.2
N -0.4 0.1 -0.1
C -0.2 -0.3 0.0
N -0.1 0.5 -0.2
C 0.2 -0.3 0.2
N -0.2 -0.3 0.3
C 0.3 0.8 -0.7
C 0.4 -0.8 0.3
N 0.0 0.5 -0.3
C 0.0 -0.5 0.3
C -0.1 0.1 0.0
C 0.0 0.2 -0.1
C 0.0 -0.2 0.1
C 0.0 0.1 0.0
C -0.3 0.4 0.0
H 0.0 0.1 0.0
H 0.0 0.0 0.1
H 0.1 0.0 0.0
H 0.2 0.0 0.1
H 0.1 0.0 0.0
H 0.0 -0.1 0.0
H 0.0 0.0 0.1
H 0.0 -0.1 0.0
H 0.0 0.1 0.0
H 0.1 0.1 0.0
H 0.0 0.1 0.0
H 0.1 -0.1 0.1
H 0.0 0.2 -0.1
H 0.1 -0.1 0.0
H 0.0 -0.1 0.0
H 0.0 -0.1 0.1
H -0.1 0.1 0.0
H -0.1 0.0 0.0
H 0.0 -0.1 0.1
H 0.0 -0.1 0.0

As for the spin multiplicity: 1. The calculation puts the largest force on an atom at 1.077 eV Å⁻¹. For the HOMO-LUMO gap, the calculation gives 8.49 eV. For the electronic energy, the calculation gives -24925.4069 eV. The SMILES is CC(C)OCCCNc1ncnc2c1[nH]c1ccccc12. As for the LUMO energy: 0.7 eV.

---

# 4
Computed, not measured: 2 unconnected molecules or ions with the total composition C7H12N2 at a distorted geometry, with ωB97M-V/def2-TZVPD.

Geometry (Å):
C -3.724486 0.581406 0.352740
C -2.305579 0.067262 0.342575
C -1.178061 0.280514 -0.689625
C 0.234965 0.329961 -0.282912
C 0.941740 -0.567622 0.393609
C 2.176059 -0.087737 0.722175
C 2.816169 0.930858 -0.208530
H -4.137306 -0.520356 0.490361
H -4.061001 1.363404 1.575587
H -3.994959 1.095923 -0.811569
H -2.066949 -0.487536 1.395939
H -2.543979 -1.254844 -1.298415
H -1.629801 0.848136 -1.593815
H 0.793953 1.337597 -0.274287
H 0.581050 -1.740307 0.553422
H 2.776278 -0.102975 1.713559
H 2.542062 1.257754 -1.199487
H 3.240717 2.048012 0.275695
H 3.362451 -1.207247 -1.101538
N -1.857479 -1.196357 -0.411793
N 3.482142 -0.495844 -0.089013

Atomic forces in eV per Å
C -1.1 0.0 0.0
C 2.4 -2.7 2.4
C -2.7 -1.7 0.8
C -0.7 2.2 0.4
C -4.5 -4.4 -0.8
C 8.0 0.9 0.2
C 2.6 1.1 2.1
H -0.7 2.7 -0.3
H 1.1 -2.4 -4.3
H 0.4 -1.4 3.9
H 0.0 2.8 -1.8
H 1.8 -0.2 2.2
H 1.3 -1.1 1.4
H -1.8 -1.4 -0.5
H 0.9 3.4 -0.3
H -2.2 0.2 -1.0
H -0.8 -0.8 0.0
H -0.3 -3.7 -0.9
H -0.3 3.3 3.7
N -2.2 3.3 -4.2
N -1.1 -0.1 -2.7

As for the spin multiplicity: 1. The calculation puts the largest force on an atom at 8.019 eV Å⁻¹. For the HOMO-LUMO gap, the calculation gives 9.56 eV. For the electronic energy, the calculation gives -10423.8328 eV. As for the LUMO energy: 0.8 eV.